1.
78
Properties=species:S:1:pos:R:3:lowdin_charge:R:1 method="wB97M-V/def2-TZVPD" spin_multiplicity=1 lumo_energy_ev=0.248 energy_ev=-57892.1297 homo_lumo_gap_ev=8.985
Mg 0.62779 1.16474 0.35899 0.60
C 4.84341 2.36983 1.06011 -0.06
C 3.91597 1.95414 0.09715 -0.15
N 2.67639 2.25921 0.45239 0.02
N 2.77916 2.87219 1.66178 -0.02
C 4.06476 2.94952 2.04037 -0.08
B 1.50876 3.46680 2.35669 -0.47
N 0.61777 4.08881 1.24954 -0.02
C 0.35092 5.38168 1.00093 -0.08
C -0.37736 5.46087 -0.16639 -0.06
C -0.50723 4.12753 -0.57723 -0.13
N 0.09506 3.30649 0.27097 0.01
N 0.69641 2.34486 3.08137 -0.01
C 0.49088 2.17565 4.39558 -0.08
C -0.31823 1.07265 4.57728 -0.05
C -0.56607 0.61445 3.28124 -0.13
N 0.04124 1.38049 2.38128 0.02
H 5.91440 2.26505 1.04499 0.09
H 4.10278 1.44989 -0.83918 0.10
H 4.33518 3.42379 2.96976 0.12
H 1.83343 4.30177 3.16290 0.12
H 0.69315 6.14898 1.67566 0.12
H -0.76250 6.34571 -0.64279 0.09
H -1.00866 3.72500 -1.44490 0.11
H 0.92653 2.85834 5.10686 0.12
H -0.67569 0.66334 5.50608 0.09
H -1.15511 -0.22865 2.95182 0.10
C 2.67416 -0.70389 -2.37704 0.01
C 1.85051 0.53702 -2.52376 -0.45
C 1.79137 1.23558 -3.84922 0.01
O 1.23003 0.98651 -1.58066 0.00
H 3.65212 -0.56679 -2.84438 0.10
H 2.17174 -1.51436 -2.91454 0.09
H 2.77977 -0.97141 -1.32816 0.08
H 2.20955 0.63560 -4.65531 0.09
H 2.36224 2.16389 -3.76377 0.10
H 0.75922 1.50625 -4.06948 0.09
C -3.44446 0.74218 0.48359 0.02
C -2.46787 0.65722 -0.65315 -0.36
O -1.31131 0.98892 -0.48731 0.00
C -2.91999 0.17740 -1.98783 -0.15
C -4.26643 0.00663 -2.28261 -0.02
C -4.65237 -0.44675 -3.53815 -0.07
C -3.69027 -0.73656 -4.49401 -0.08
C -2.33899 -0.57717 -4.19594 -0.07
C -1.95868 -0.12242 -2.94658 -0.01
H -2.91571 1.05393 1.38047 0.08
H -3.92185 -0.22674 0.64396 0.10
H -4.22587 1.47009 0.25259 0.09
H -5.02284 0.22700 -1.54064 0.11
H -5.70223 -0.57877 -3.76460 0.10
H -3.99125 -1.09508 -5.47023 0.10
H -1.58863 -0.82075 -4.93751 0.10
H -0.91749 -0.02132 -2.66744 0.10
C 0.72152 -4.05159 -1.59797 -0.08
C -0.24661 -4.55319 -0.53370 -0.17
C -0.30727 -3.66506 0.72153 -0.31
C -1.35717 -4.23320 1.68898 -0.17
C -1.49060 -3.45518 2.99148 -0.07
C 1.04337 -3.72614 1.41773 -0.42
O 1.51388 -4.76443 1.82782 0.10
N 1.70638 -2.53412 1.57962 0.23
C 1.28393 -1.32908 1.04402 -0.54
O 2.01542 -0.32955 1.17542 -0.01
N 0.11657 -1.20360 0.39695 0.17
C -0.73144 -2.25916 0.28017 -0.44
O -1.85161 -2.12644 -0.19839 0.07
H 0.72196 -4.71148 -2.46640 0.08
H 1.74700 -4.00515 -1.21986 0.08
H 0.43734 -3.05175 -1.93930 0.06
H 0.03295 -5.55643 -0.20879 0.12
H -1.25690 -4.59207 -0.94257 0.12
H -1.08413 -5.26949 1.89421 0.12
H -2.30697 -4.22507 1.15411 0.12
H -0.54997 -3.42296 3.54705 0.08
H -2.23762 -3.91354 3.64015 0.08
H -1.80954 -2.42723 2.79933 0.06
H 2.60196 -2.54340 2.04685 0.17

---

2.
21
Properties=species:S:1:pos:R:3:nbo_charge:R:1 method="wB97M-V/def2-TZVPD" spin_multiplicity=1 lumo_energy_ev=0.874 energy_ev=-11438.8959 homo_lumo_gap_ev=9.160
C -0.80884 2.06851 0.29101 -0.63
C -0.17411 1.05245 -0.52237 0.02
C -0.05151 1.27332 -2.07870 -0.64
C 0.27576 -0.99535 1.65039 -0.26
C -0.08686 -2.49832 1.25046 -0.27
C 0.97401 -1.49393 -0.47701 0.21
H -0.01704 2.88469 0.42034 0.22
H -1.03528 1.70357 1.25889 0.22
H -1.63921 2.67972 -0.11581 0.22
H -0.76186 0.11159 -0.58479 0.19
H 0.23119 2.54747 -2.46578 0.21
H 0.82907 0.55512 -2.52551 0.23
H -1.26624 1.02193 -2.56548 0.23
H 0.87388 -0.71679 2.61453 0.22
H -0.59972 -0.22906 1.71909 0.18
H -1.02626 -2.98838 1.32048 0.22
H 0.55671 -3.17925 1.84028 0.20
H 1.36858 -1.45940 -1.58193 0.23
N 1.03647 -0.54112 0.51098 -0.17
N 0.26712 -2.55704 -0.13154 -0.48
O 1.05412 0.76028 0.17248 -0.35

---

What did we get for E_HOMO? Answer: -8.737 -8.286 eV, in the order shown.
What did we get for ΔE to the lowest compared entry with this formula, charge and spin? Answer: 5.2 133.2 kcal/mol, in the order shown.